1.
C20H33Cl2N4O3SV | ωB97M-V/def2-TZVPD

Each line ends with the Mulliken charge.
Positions of all 64 atoms, in Å:
H (2.9429, 3.7757, -3.3007)  0.369
H (-4.5330, -0.5870, -1.4321)  0.359
H (0.0148, 1.1530, 5.1556)  0.157
H (-3.3417, 1.0621, -2.2704)  0.432
C (1.8970, 0.2210, 2.8547)  0.265
C (-1.8546, -0.0506, -1.2134)  0.718
H (1.6512, 1.8311, 5.3984)  0.329
C (3.2429, 4.7971, -5.1816)  -0.369
H (-1.2782, -1.3926, 3.8525)  0.166
C (-2.2478, 1.0257, -2.1408)  -0.871
H (2.7679, 3.3952, -8.2448)  0.340
H (-3.8678, 1.8803, 3.5860)  0.288
C (2.2325, 2.5843, -4.9602)  0.372
H (2.7989, -4.2895, -0.9835)  0.289
V (0.1510, 0.0834, -0.1054)  0.341
H (-1.8948, 1.9992, -1.7822)  0.205
C (1.0704, 1.0720, 4.8622)  -0.392
H (-2.9648, -1.6098, 4.4204)  0.373
C (0.9980, -2.7508, -0.1970)  0.197
C (-2.1168, -0.9135, 4.3613)  -1.038
H (-1.0418, -4.0102, 0.6335)  0.217
C (-2.5191, -1.0991, -0.7568)  -0.119
O (-1.0762, -0.0405, 1.9081)  -0.120
C (2.8192, 3.7324, -4.3826)  -0.473
C (2.3340, 2.4235, -6.3531)  -0.361
H (-1.9851, -1.9966, -0.4421)  -0.073
H (-4.3483, -2.2211, -0.7392)  0.346
O (0.1765, -2.0005, 0.3868)  -0.452
H (-4.5175, 0.3625, 4.2699)  0.312
H (-0.0256, -5.4035, 1.1255)  0.353
H (-3.3903, 1.3497, 5.2249)  0.312
H (-2.3702, 1.5608, 2.0148)  0.271
C (1.9681, -4.9209, -0.6644)  -0.907
H (1.8713, -2.3322, -0.7214)  0.330
N (2.2726, -0.6387, 3.8352)  -0.156
C (-4.0297, -1.1755, -0.6486)  -1.263
C (1.6638, -0.3070, 5.1204)  -0.403
H (-1.8374, -0.6455, 5.3891)  0.361
C (1.3843, 1.7123, -4.0955)  -0.021
H (2.2914, -5.5541, 0.1688)  0.324
N (1.2343, 1.2437, 3.4281)  -0.005
H (2.4146, -0.2990, 5.9152)  0.305
H (2.0920, 1.4525, -6.8057)  0.340
Cl (-0.2928, 2.2696, 0.1779)  -0.615
C (3.1443, 4.7076, -6.5791)  -0.400
C (-3.6355, 1.0140, 4.2105)  -0.924
S (2.1818, 0.0496, 1.1869)  -0.442
Cl (0.5765, -0.6924, -2.2097)  -0.646
H (3.3677, 5.5812, -7.1945)  0.361
N (0.8597, -4.0813, -0.2449)  0.238
H (1.3308, 0.6414, -4.3512)  0.313
H (2.7163, -1.5318, 3.6552)  0.224
C (-1.9716, 0.6294, 2.4628)  -0.126
N (-2.5124, 0.2902, 3.6489)  0.420
H (0.8725, -1.0262, 5.3669)  0.232
H (0.8014, 1.9957, 2.8928)  0.225
O (0.7064, 2.1515, -3.1739)  -0.402
C (2.7525, 3.4906, -7.1517)  -0.387
C (-0.3171, -4.7526, 0.2926)  -0.926
H (3.6429, 5.7058, -4.7157)  0.336
H (1.6768, -5.5732, -1.4942)  0.320
H (-0.7742, -5.3908, -0.4729)  0.321
H (-1.7725, 0.8691, -3.1235)  0.079
H (-4.4027, -0.8264, 0.3274)  0.149

Highest occupied orbital energy (spin up / spin down) in Ha: -0.206 / -0.209
Multiplicity: 3
LUMO level (spin up / spin down) in hartree: 0.00586 / 0.00573

2.
C13H52N26O13 | ωB97M-V/def2-TZVPD

Each line ends with the Mulliken charge.
Positions of all 104 atoms, in Å:
H (1.3189, 1.7889, 0.0882)  0.210
N (-1.8822, 6.0460, 2.4631)  -0.373
N (-0.8523, 6.0993, -6.2419)  -0.377
H (-1.9376, -1.2558, 7.0642)  0.180
O (5.3946, 0.5560, 6.3146)  -0.647
H (6.8385, 2.4666, 6.1108)  0.222
N (-5.7221, -4.0622, -4.8209)  -0.364
H (-0.4666, -6.5809, -2.8707)  0.139
H (4.5411, -4.5813, 3.4778)  0.148
H (-2.7093, 6.2745, 2.9959)  0.171
O (0.6915, -9.4560, -3.1250)  -0.692
H (-5.9873, -4.9786, -4.4893)  0.229
N (-6.3979, -8.9967, 0.9320)  -0.402
O (-3.7262, -4.0898, -3.6782)  -0.692
H (-0.2401, 8.5549, 2.9536)  0.230
C (7.8940, 1.0484, -1.5057)  0.670
O (-0.9643, -2.6032, 4.4514)  -0.642
N (8.6390, 0.2429, -2.1882)  -0.368
H (-5.8760, -8.9800, 1.7966)  0.160
H (8.1817, 2.7310, -0.4639)  0.223
H (-1.7522, -7.6846, -4.0360)  0.178
N (-0.8065, -0.5172, 5.0878)  -0.391
C (-0.0155, -8.4588, -3.3499)  0.676
H (0.1821, 6.3464, -4.1656)  0.162
H (-6.4840, 3.2591, -1.3662)  0.187
N (8.6301, 2.0473, -1.0570)  -0.383
C (-0.5280, 5.0344, -5.5090)  0.687
H (8.2142, -0.5586, -2.6325)  0.216
H (-8.1576, -3.5151, 1.3499)  0.221
C (6.3151, 7.5656, 0.8738)  0.694
H (-0.8388, 0.0744, 5.9058)  0.190
H (-1.2807, -9.3166, -4.5349)  0.219
H (-2.0376, 8.2824, 2.8538)  0.211
N (-5.7039, 3.8936, -1.4603)  -0.336
N (1.1985, 0.8136, -0.1452)  -0.430
C (-4.5399, -3.6059, -4.5076)  0.687
N (0.2335, -7.3048, -2.7944)  -0.346
O (-6.9276, 5.5621, -2.2842)  -0.664
H (1.0363, -7.1349, -2.2055)  0.191
C (-5.7988, -8.4539, -0.1072)  0.702
H (-4.2790, -7.1800, -0.5222)  0.210
O (6.4257, 6.4280, 1.2762)  -0.656
C (4.7025, -4.7488, 1.5964)  0.670
N (-5.7072, -1.6683, 1.4186)  -0.329
H (-1.1115, 6.0727, -7.2177)  0.204
H (-6.6386, -3.8236, 2.1072)  0.173
H (5.2493, 1.5231, 3.4680)  0.169
N (7.3638, 8.3288, 0.7227)  -0.400
H (9.6240, 0.4633, -2.2215)  0.141
H (-3.8082, 5.2724, -1.5745)  0.170
N (-4.3662, -2.3998, -5.0262)  -0.391
H (-1.8270, 5.0856, 2.1554)  0.229
H (6.3774, -4.7822, 2.7797)  0.154
O (6.6888, 0.9566, -1.4121)  -0.656
H (7.2274, 9.3029, 0.4931)  0.166
H (-4.3883, -7.7378, 1.1132)  0.148
H (6.3879, 2.8992, 4.4510)  0.184
H (-7.3298, -9.3649, 0.8048)  0.216
H (-0.7535, 7.0226, -5.8447)  0.152
H (-4.7803, 3.5925, -1.1839)  0.140
N (5.2541, 8.0958, 0.3223)  -0.370
H (-0.0605, -0.3660, 4.4240)  0.242
H (-5.1390, -0.9321, 1.0246)  0.202
N (-0.0481, 5.3833, -4.3646)  -0.391
C (-6.8735, -2.0573, 1.0362)  0.663
C (-1.1910, -1.7392, 5.2408)  0.585
H (6.6513, -4.9250, 1.1047)  0.209
N (-1.0735, 7.9862, 2.9071)  -0.454
O (0.0071, 6.6525, 1.4880)  -0.672
H (1.0444, -1.1530, -0.8942)  0.166
N (5.9795, -4.8281, 1.8526)  -0.379
H (-4.4855, 6.5158, -2.4450)  0.202
O (-7.6216, -1.2747, 0.4159)  -0.681
H (-2.5600, -2.6468, 6.3332)  0.213
H (3.0112, -4.2976, 2.7044)  0.187
O (-0.6175, 3.8679, -5.8274)  -0.653
N (6.3725, 2.2657, 5.2375)  -0.395
N (-4.6338, 5.5942, -2.0593)  -0.352
N (0.1009, -0.8251, -0.7446)  -0.306
H (-4.9623, -2.1092, -5.7880)  0.158
N (-1.9970, -1.8152, 6.2254)  -0.377
H (-6.3036, -3.5826, -5.4931)  0.166
N (4.9078, 1.0079, 4.2667)  -0.368
N (3.9935, -4.5209, 2.6313)  -0.319
H (4.4232, 0.1377, 4.0994)  0.229
C (-0.0106, 0.3500, -0.3469)  0.659
H (-5.1775, -2.2591, 2.0435)  0.131
H (-3.5386, -1.8512, -4.8415)  0.208
O (-6.2912, -8.5505, -1.2230)  -0.678
H (4.3694, 7.6092, 0.2982)  0.209
N (-4.7408, -7.7563, 0.1669)  -0.358
C (5.5642, 1.2350, 5.3504)  0.604
H (2.0399, 0.4416, -0.5621)  0.187
N (-7.2067, -3.2238, 1.5261)  -0.379
O (-1.0106, 1.0675, -0.2537)  -0.692
C (-5.8287, 5.0693, -2.0125)  0.652
H (8.2470, 7.8549, 0.8472)  0.212
H (9.6257, 1.9172, -1.1660)  0.155
C (-0.9186, 6.8560, 2.2647)  0.658
O (4.2276, -4.8393, 0.4886)  -0.670
H (0.2066, 4.6141, -3.7616)  0.216
H (5.3247, 9.0495, -0.0027)  0.145
H (-0.7066, -1.3693, -1.0127)  0.208
N (-1.0870, -8.4441, -4.0644)  -0.364

Highest occupied orbital energy in Ha: -0.334
Energy above the lowest of the compared OMol25 structures with the same formula, charge and spin in kcal/mol: 256.55
LUMO level in hartree: 0.00177